# 1
A molecular structure, C19H34As2CuN9O9S, computed with ωB97M-V/def2-TZVPD.

```
! wB97M-V def2-TZVPD RIJCOSX def2/J DEFGRID3
* xyz 1 2
Cu 0.6934 -1.0999 0.1490
C -0.0366 3.8889 0.9646
As 0.0268 2.5525 -0.4497
C 3.1388 1.2048 -1.8439
C -0.7219 3.6455 -1.9369
C -0.1280 4.5642 -2.7943
C -0.8843 5.0862 -3.8369
C -2.2130 4.7061 -4.0314
C -2.8180 3.7952 -3.1774
C -2.0539 3.2820 -2.1396
As -2.3738 2.1184 -0.6633
C -3.5826 2.9969 0.5497
C -3.2909 0.5092 -1.1616
H 0.7435 4.6114 0.7133
H 0.1899 3.3986 1.9087
H -0.9852 4.4162 1.0139
H 3.9029 1.3141 -2.6090
H 2.1686 1.0977 -2.3267
H 3.1295 2.0969 -1.2160
H 0.9045 4.8681 -2.6706
H -0.4323 5.7969 -4.5171
H -2.7743 5.1241 -4.8566
H -3.8509 3.5060 -3.3250
H -4.3856 3.4272 -0.0451
H -3.0605 3.7833 1.0864
H -3.9807 2.2750 1.2589
H -4.1491 0.8135 -1.7581
H -3.6359 -0.0004 -0.2641
H -2.6406 -0.1317 -1.7522
N -1.2831 -2.0612 0.8437
N -1.3008 -3.4402 0.6717
C -0.2201 -4.0694 0.1442
N -0.2919 -5.3930 0.0812
N 0.7753 -3.2598 -0.2349
N 1.9316 -3.8321 -0.7527
O 2.7934 -3.0399 -1.0459
O 2.0569 -5.0424 -0.9160
H -1.1949 -1.7729 1.8205
H -2.1010 -1.6415 0.4261
H -2.0276 -3.9906 1.0999
H -1.0951 -5.8859 0.4296
H 0.5029 -5.8861 -0.3003
O -0.7782 -0.6050 3.1399
N -0.4270 0.4511 2.6013
O 0.0832 1.3744 3.2166
O -0.5998 0.5509 1.3305
C 8.0676 3.0337 4.0425
C 6.9607 2.3749 4.8622
S 6.5161 0.7639 4.2899
O 5.3166 0.3485 4.9805
O 7.6901 -0.0720 4.2960
C 6.0481 1.0122 2.5931
C 5.6273 -0.3507 2.0317
N 4.6079 -0.2192 0.9819
C 3.2295 -0.3179 1.2052
N 2.5264 -0.2090 0.1353
C 3.4367 -0.0396 -1.0125
C 4.7706 -0.0368 -0.3529
N 5.9801 0.1456 -0.9781
O 5.9691 0.0875 -2.2149
O 7.0019 0.2837 -0.2859
C 2.6772 -0.5138 2.5763
H 8.4467 3.9057 4.5736
H 7.7061 3.3709 3.0713
H 8.9000 2.3467 3.8892
H 6.0355 2.9517 4.8970
H 7.2811 2.1721 5.8868
H 6.8833 1.4213 2.0291
H 5.2127 1.7161 2.6088
H 5.1915 -0.9664 2.8103
H 6.4829 -0.8716 1.6242
H 3.3547 -0.9197 -1.6572
H 3.2983 -1.1572 3.1929
H 1.6812 -0.9505 2.5159
H 2.5910 0.4480 3.0870
*
```

The calculation puts the HOMO energy (alpha / beta) at -9.98 / -11.02 eV. The gap between HOMO and LUMO (alpha / beta) is 0.2618 / 0.2827 Ha. Its energy above the lowest of the compared OMol25 structures with the same formula, charge and spin is 0.8208 eV.

***

# 2
A molecular structure, C19H34BBeF4NO5, computed with ωB97M-V/def2-TZVPD.

```
! wB97M-V def2-TZVPD RIJCOSX def2/J DEFGRID3
* xyz 0 1
Be 0.2237 -0.3167 0.1159
B 2.4726 -1.3107 1.8913
F 2.4391 -0.7618 0.5756
F 3.6174 -0.8484 2.4976
F 1.2352 -1.0019 2.4759
F 2.6050 -2.6845 1.7450
C -2.8252 1.7060 -2.8900
C -2.6407 1.6614 -1.3770
O -1.9885 0.4853 -0.9969
H -3.4254 0.8686 -3.2587
H -1.8802 1.5455 -3.4161
H -3.2603 2.5865 -3.3712
H -3.6211 1.9109 -0.9502
H -1.9797 2.4972 -1.1081
N -1.4098 -1.9854 1.3209
C -1.1104 -2.8405 2.3266
C -1.9894 -3.5638 3.1003
C -3.3432 -3.3314 2.8592
C -3.7283 -2.4899 1.8390
C -2.7230 -1.8951 1.0825
H -0.0579 -3.0877 2.4041
H -1.6868 -4.3383 3.7880
H -4.0848 -3.8757 3.4310
H -4.7623 -2.3558 1.5584
H -2.9935 -1.2270 0.2705
C -1.6901 1.4240 4.0685
C -1.5614 1.6571 2.6102
O -0.9380 0.9351 1.8793
C -2.1204 2.9946 2.0963
H -1.1837 0.4841 4.2941
H -2.7227 1.4543 4.4183
H -1.1797 2.1747 4.6756
H -3.1452 2.8054 1.7706
H -1.5071 3.1964 1.2178
H -2.1177 3.8376 2.7841
C 3.0394 0.3065 -3.9389
C 1.8364 0.8227 -3.1782
O 1.6718 0.4515 -2.0372
C 0.9022 1.7722 -3.8229
H 3.7177 1.1264 -4.1766
H 2.7810 -0.3152 -4.7979
H 3.6206 -0.3820 -3.3240
H 1.3603 2.4035 -4.5842
H 0.3226 2.3640 -3.1177
H 0.1777 1.1472 -4.3551
C 1.6861 -4.4080 -1.5141
C 0.9269 -3.2103 -2.0413
O 0.6331 -2.2718 -1.3332
C 0.4563 -3.2297 -3.4806
H 1.4675 -4.5138 -0.4535
H 2.7514 -4.2684 -1.7079
H 1.4401 -5.3287 -2.0433
H 0.9372 -2.3915 -3.9827
H -0.6305 -3.2527 -3.4271
H 0.8271 -4.1428 -3.9457
C 3.4798 2.3000 1.4642
C 2.0812 2.7321 1.2569
O 1.2859 2.0166 0.6774
C 1.7540 4.1050 1.7325
H 3.7559 2.1630 2.5143
H 4.1949 3.0131 1.0541
H 3.6262 1.2813 1.1058
H 2.6317 4.7328 1.8812
H 1.3005 3.9967 2.7223
H 1.0482 4.6701 1.1248
*
```

The calculation puts the HOMO energy at -7.25 eV. The gap between HOMO and LUMO is 0.2632 Ha. Its energy above the lowest of the compared OMol25 structures with the same formula, charge and spin is 0.3026 eV.

***

# 3
A molecular structure, C19H34BBr2CaCl7F5NO4PS, computed with ωB97M-V/def2-TZVPD.

```
! wB97M-V def2-TZVPD RIJCOSX def2/J DEFGRID3
* xyz 1 1
O 3.8736 4.1743 -2.9569
S 3.8014 3.1262 -3.9287
O 5.0091 2.9784 -4.6839
Cl 2.1992 3.4412 -5.0856
C 3.4126 1.5996 -3.0752
C 4.6154 0.6912 -2.8805
C 4.7717 -0.4874 -3.8606
C 4.7311 -0.1539 -5.3675
P 3.6597 -1.3241 -6.3509
H 3.0260 1.8998 -2.1088
H 2.5766 1.1309 -3.5919
H 4.5260 0.2488 -1.8820
H 5.5260 1.2936 -2.8988
H 4.0251 -1.2385 -3.6221
H 5.7675 -0.9039 -3.6725
H 5.7220 -0.2727 -5.7885
H 4.3685 0.8441 -5.5772
H 3.1060 -2.1901 -5.3901
H 2.6335 -0.5133 -6.8416
B -0.7654 1.0240 -5.9123
F -1.0038 1.8676 -6.9644
F 0.5010 0.2281 -6.2414
F -0.4554 1.7080 -4.7548
F -1.8018 0.1456 -5.7075
N 7.5176 -0.5431 -1.4055
H 7.1918 0.1044 -0.6801
H 6.8124 -1.2729 -1.5377
H 7.6360 -0.0310 -2.2840
H 8.4061 -0.9617 -1.1258
O 4.3992 0.0327 0.0534
C 3.2315 -0.1809 0.2817
O 2.2785 0.2440 -0.5503
C 0.9693 -0.0331 -0.0086
C 1.1935 -1.1662 0.9779
C 2.6141 -0.8784 1.4779
H 0.5991 0.8714 0.4728
H 0.2952 -0.2994 -0.8179
H 0.4427 -1.2011 1.7614
H 1.1750 -2.1226 0.4524
H 2.6223 -0.1905 2.3249
H 3.1639 -1.7820 1.7273
F -0.6011 -3.7500 3.6839
C -1.6478 -2.9750 4.2201
C -1.6180 -1.6197 4.0077
C -2.6451 -0.8489 4.5229
C -3.6671 -1.4475 5.2457
C -3.6689 -2.8206 5.4487
C -2.6478 -3.6027 4.9258
H -0.8079 -1.1718 3.4490
H -2.6478 0.2188 4.3582
H -4.4643 -0.8455 5.6503
H -4.4658 -3.2858 6.0132
H -2.6348 -4.6765 5.0665
Br -2.5384 1.8214 2.1422
C -3.8366 3.2591 2.3582
C -5.2248 2.7192 2.5739
Br -6.0039 2.0615 0.9203
H -3.7546 3.8867 1.4767
H -3.5035 3.8178 3.2296
H -5.8879 3.5119 2.9127
H -5.2519 1.8969 3.2818
C -0.6167 4.9323 0.2614
Cl -2.0609 5.5513 -0.5294
Cl -0.7937 4.9942 2.0202
Cl -0.2704 3.2869 -0.2817
H 0.2200 5.5592 -0.0152
Cl -6.8676 -1.1212 4.4439
C -7.4524 -2.7225 3.9201
C -8.3571 -3.3549 4.9433
Cl -7.4677 -3.8188 6.4194
H -6.5848 -3.3465 3.7188
H -7.9930 -2.5727 2.9875
H -8.7927 -4.2645 4.5344
H -9.1622 -2.6854 5.2327
Cl -0.1456 -1.0847 -7.6445
Ca -0.5109 -5.4091 2.5254
*
```

The calculation puts the HOMO energy at -7.33 eV. The gap between HOMO and LUMO is 0.0491 Ha. Its energy above the lowest of the compared OMol25 structures with the same formula, charge and spin is 0.0000 eV.

***

The lowest energy above the lowest of the compared OMol25 structures with the same formula, charge and spin belongs to which entry? C19H34BBr2CaCl7F5NO4PS

***

energy above the lowest of the compared OMol25 structures with the same formula, charge and spin of number 3 (C19H34BBr2CaCl7F5NO4PS)? 0.0000 eV

***

Look up the energy above the lowest of the compared OMol25 structures with the same formula, charge and spin of the first one. 0.8208 eV